60
Properties=species:S:1:pos:R:3 method="wB97M-V/def2-TZVPD" multiplicity=1 relative_energy_kcal_mol=30.9
C 3.53946 0.50382 -2.29956
C 4.45792 -0.35216 -3.16595
C 4.96588 0.42547 -4.35253
O 5.59220 -0.78539 -2.37363
H 3.32513 0.01630 -1.35134
H 2.58993 0.66351 -2.81504
H 3.99363 1.48080 -2.11752
H 3.86908 -1.22156 -3.47652
H 4.14887 0.92079 -4.88522
H 5.52113 -0.14975 -5.09619
H 5.65539 1.20844 -4.02294
H 5.53933 -1.74030 -2.30020
C -4.30338 4.44502 -3.10011
C -3.44243 3.20600 -2.98425
C -3.89255 2.28749 -1.86425
O -3.51790 2.41575 -4.18781
H -4.36863 4.97134 -2.14791
H -5.32118 4.19037 -3.40806
H -3.93345 5.12253 -3.87496
H -2.39455 3.46805 -2.80324
H -4.35566 2.85851 -1.05614
H -3.07303 1.68126 -1.49640
H -4.70264 1.65567 -2.23517
H -3.04739 2.88386 -4.88354
C -0.00194 -4.25357 3.16403
C -1.48117 -4.52614 3.42463
C -2.30230 -4.28835 2.15872
O -1.66267 -5.87060 3.86347
H 0.57034 -4.15898 4.08958
H 0.18547 -3.35753 2.57791
H 0.40710 -5.12419 2.64285
H -1.87165 -3.90656 4.22984
H -3.34623 -4.55581 2.32673
H -1.94123 -4.91286 1.33441
H -2.24700 -3.25193 1.81623
H -1.28226 -6.44879 3.19458
C 0.96403 1.88067 2.65689
C 1.23810 1.91876 4.13810
C 0.85298 3.25456 4.73657
O 0.49514 0.87026 4.80565
H -0.05503 2.17895 2.37912
H 1.18782 0.94103 2.15105
H 1.56885 2.61727 2.10814
H 2.28817 1.68143 4.29783
H -0.22766 3.39221 4.67074
H 1.32365 4.09746 4.22303
H 1.15738 3.31429 5.78132
H -0.41300 0.95507 4.50055
C 0.47736 -1.69922 0.30803
C -0.28858 -1.39562 -0.96732
C -0.90525 0.00329 -0.99380
O 0.61649 -1.54192 -2.04784
H 1.54298 -1.47794 0.23359
H 0.47905 -2.76821 0.53693
H 0.01660 -1.19061 1.15437
H -1.12720 -2.09758 -1.06475
H -1.55025 0.30532 -0.17042
H -1.55071 0.04788 -1.88289
H -0.13245 0.75400 -1.18058
H 0.16989 -1.54185 -2.89879

73
Properties=species:S:1:pos:R:3 method="wB97M-V/def2-TZVPD" s2=8.760 multiplicity=6 charge=+2 relative_energy_kcal_mol=19.5
Ru 0.56288 0.94720 0.65322
C -2.33864 0.36242 -1.67712
As -0.43295 0.70368 -1.79909
C -0.42754 1.95182 -3.28699
C 0.13248 -0.90863 -2.80989
C 0.69135 -2.12686 -2.06081
C 2.08933 -1.82474 -1.50178
C -0.25732 -2.63075 -0.95509
As -0.14009 -1.67709 0.78426
C -1.87032 -2.12387 1.53195
C 0.98612 -2.90605 1.77342
C 0.94634 -3.26703 -3.09059
As -0.52945 -3.92311 -4.16027
C -2.17773 -4.33545 -3.26813
C -0.88789 -2.87613 -5.72912
H -2.71062 0.02237 -2.64499
H -2.83224 1.29332 -1.40580
H -2.55330 -0.37249 -0.90495
H -0.82009 1.46928 -4.18283
H 0.58230 2.31031 -3.47775
H -1.06123 2.79706 -3.02695
H 0.86910 -0.56352 -3.54127
H -0.76876 -1.18911 -3.36952
H 2.07645 -1.00345 -0.78088
H 2.77775 -1.54867 -2.30216
H 2.49865 -2.69563 -0.98789
H -0.05604 -3.68270 -0.73073
H -1.29997 -2.56117 -1.27661
H -2.06362 -3.19301 1.44117
H -2.65875 -1.55126 1.04951
H -1.84933 -1.84331 2.58435
H 0.58706 -3.91717 1.68512
H 0.98231 -2.60934 2.82035
H 2.00747 -2.85616 1.40584
H 1.35305 -4.14307 -2.58130
H 1.67784 -2.95624 -3.84111
H -1.98176 -4.87659 -2.34710
H -2.79473 -4.93277 -3.93619
H -2.67719 -3.38795 -3.05622
H 0.03600 -2.42328 -6.07991
H -1.61250 -2.10799 -5.45472
H -1.31004 -3.51275 -6.50369
C -4.01534 3.02626 3.05025
O -3.14121 1.97581 2.61270
C -2.34314 2.14626 1.56982
O -1.66965 1.19133 1.19088
N -2.32584 3.36376 0.98171
N -1.45745 3.57245 -0.10113
H -4.62700 2.58603 3.83013
H -4.65122 3.36852 2.23382
H -3.44175 3.85256 3.47445
H -2.63016 4.16355 1.51518
H -0.56262 3.90171 0.25556
H -1.87965 4.26945 -0.70135
N 4.11435 2.05883 3.15109
C 2.59873 2.08744 3.16980
C 2.13981 2.75968 4.45769
P 1.99600 0.35702 3.02083
O 2.74750 -0.34139 4.25151
O 2.55713 -0.14233 1.71679
O 0.50677 0.34625 3.14774
P 2.15924 3.16775 1.73608
O 2.72427 2.32142 0.44487
O 2.97322 4.38680 1.88814
O 0.65844 3.07578 1.58683
H 4.43948 1.43352 2.40639
H 4.48752 1.73082 4.04413
H 4.44248 3.01721 2.95905
H 2.49452 2.20248 5.32775
H 1.05133 2.76434 4.47851
H 2.49641 3.78887 4.51661
H 2.15733 -0.66342 4.94595
H 3.25615 2.90107 -0.11954

69
Properties=species:S:1:pos:R:3 method="wB97M-V/def2-TZVPD" multiplicity=1 charge=-2 relative_energy_kcal_mol=23.1
N 0.89765 -0.24785 0.06496
H 1.60854 -0.84701 -0.36456
H 1.31211 0.47159 0.68105
H 0.27364 -0.83564 0.60820
H 0.27507 0.20887 -0.58896
S 3.17609 1.84282 1.72550
O 3.83096 1.27717 0.55432
O 1.71470 1.82114 1.47557
O 3.60036 1.01551 2.86705
O 3.65687 3.22679 1.95782
C 3.65045 -3.50908 1.07554
C 3.41487 -3.06617 -0.45278
C 2.04315 -3.77599 -0.99508
O 3.43124 -1.70526 -0.59607
H 4.63426 -3.07798 1.25848
H 3.80087 -4.59167 1.13153
H 2.83721 -3.19665 1.73037
H 4.29022 -3.54099 -0.91684
H 1.19012 -3.09694 -0.95141
H 1.77449 -4.50728 -0.22618
H 2.12190 -4.29182 -1.95306
C -4.27972 1.95948 0.80992
O -3.62954 1.07524 1.68742
C -2.17789 1.16633 1.61469
C -1.45924 0.39790 2.76836
N -1.11275 -0.97132 2.25059
C -0.72512 -1.82681 3.35217
C -0.33181 -3.16070 2.73406
O -1.51490 -3.91576 2.44508
C -1.35713 -5.01637 1.57673
H -3.69707 2.15176 -0.09090
H -4.58917 2.86215 1.34287
H -5.25031 1.58176 0.47960
H -1.92544 2.22607 1.67892
H -1.85366 0.80386 0.63792
H -2.19887 0.16777 3.53937
H -0.58392 0.94309 3.11747
H -1.97459 -1.28774 1.82458
H -1.61542 -1.97768 3.97041
H 0.07463 -1.39086 3.94944
H 0.33321 -3.78743 3.33568
H 0.33349 -3.02129 1.87820
H -2.16769 -5.70313 1.82483
H -0.49167 -5.65009 1.78700
H -1.33292 -4.63847 0.55426
C -3.81431 4.14662 -2.70395
O -2.62264 4.38166 -1.90771
C -1.65442 3.36957 -1.98765
C -0.53554 3.66451 -0.95016
N 0.50474 2.59731 -0.87180
C 1.48487 2.57646 -1.95104
C 1.08248 1.64799 -3.13296
O 0.66688 0.32816 -2.73693
C 1.05859 -0.79872 -3.57229
H -4.50697 3.45143 -2.22915
H -3.42134 3.97724 -3.70737
H -4.37029 5.08392 -2.75518
H -1.20414 3.47851 -2.97818
H -2.15633 2.41011 -1.84723
H -1.00228 3.76434 0.02930
H -0.14112 4.61711 -1.31524
H 0.94970 2.46987 0.04599
H 2.40739 2.21404 -1.49193
H 1.55768 3.64125 -2.18823
H 1.94258 1.42508 -3.77067
H 0.31775 2.02495 -3.81665
H 0.84992 -0.50629 -4.60443
H 0.47644 -1.69613 -3.37484
H 2.12311 -0.83030 -3.33581

76
Properties=species:S:1:pos:R:3 method="wB97M-V/def2-TZVPD" s2=0.755 multiplicity=2 charge=+3 e_tot_ev=-56773.563
Na 1.09833 2.29790 -2.20298
Pb 2.55618 -0.51935 0.62015
N -0.27636 -0.55108 -1.86798
O 0.54737 -0.50232 -1.02456
O -0.31769 0.34345 -2.67324
O -1.06289 -1.52175 -1.94980
C -5.99525 4.72616 4.91403
O -5.12314 4.13448 4.00395
C -4.19101 5.04955 3.41567
C -3.15998 4.18497 2.63213
N -3.59856 3.85045 1.28107
C -4.64742 2.78023 1.22864
C -4.12549 1.40835 1.74122
O -2.88177 1.12152 1.12767
C -2.41283 -0.20584 1.29971
H -6.17220 5.77013 4.65535
H -5.41324 4.78478 5.83377
H -6.91735 4.16463 5.06409
H -3.65398 5.55597 4.21768
H -4.58293 5.72643 2.65649
H -2.66696 3.39085 3.19284
H -2.30676 4.84509 2.47604
H -3.90890 4.69598 0.82405
H -4.83711 2.73144 0.15639
H -5.57488 2.99443 1.75970
H -4.80878 0.60623 1.46228
H -4.06662 1.47203 2.82777
H -3.22922 -0.92479 1.23104
H -1.76080 -0.24295 2.17240
H -1.69515 -0.38931 0.50011
C 1.94276 -3.43636 -1.70645
O 2.84845 -3.04682 -0.69864
C 4.18010 -3.02131 -1.14476
C 5.15017 -2.58143 -0.04425
N 4.94679 -1.11774 0.08270
C 6.03436 -0.53921 0.95421
C 7.15636 0.04782 0.05516
O 7.71299 -0.97057 -0.75624
C 8.77143 -0.51555 -1.69115
H 1.00896 -3.46070 -1.14476
H 2.28989 -4.40187 -2.07440
H 1.82999 -2.72279 -2.52268
H 4.26877 -2.42985 -2.05604
H 4.44215 -4.01707 -1.50239
H 6.17782 -2.85509 -0.28326
H 4.86665 -3.13817 0.84892
H 5.12907 -0.84998 -0.87395
H 6.39707 -1.25450 1.69239
H 5.70236 0.40091 1.39472
H 7.96325 0.39682 0.69953
H 6.92476 0.95069 -0.50989
H 8.30568 0.16203 -2.40674
H 9.33358 -1.28570 -2.21932
H 9.57451 0.12458 -1.32594
C -0.43068 -2.83223 1.59593
O 0.59578 -2.11087 1.51494
N -0.96185 -3.28843 2.68831
N -1.12674 -3.25604 0.58782
H -0.40408 -3.16065 3.52058
H -1.89611 -3.67214 2.69351
H -2.00030 -3.69087 0.84840
H -0.92677 -2.88327 -0.32933
C -3.97385 1.06296 -2.45718
O -4.99135 1.62577 -2.19858
N -2.92187 1.53676 -3.07788
N -3.68246 -0.09182 -1.97696
H -2.87950 2.51465 -3.32696
H -2.05490 1.01890 -3.06119
H -4.30443 -0.46878 -1.27614
H -2.82195 -0.54211 -2.25422
C -0.47500 -2.08595 -4.94430
O -0.64735 -3.37614 -4.38731
H -1.31818 -1.45341 -4.66674
H 0.40581 -1.74699 -4.39895
H -0.19847 -2.03640 -5.99747
H -0.75825 -3.27874 -3.43872